Entry 1:
Molecular formula: C3H5O2
Method: DFT, the ωB97M-V functional and the def2-TZVPD basis

Results
E ... -7286.22785 eV
Relative energy (zero: lowest compared OMol25 entry of this formula, charge and spin) ... 221.8 kJ/mol
Net charge ... -1
HOMO-LUMO gap ... 6.1 eV
F_max ... 4.27 eV/A

Element x y z (Å)
C: -1.3301 -1.1691 1.0475
C: 0.6367 0.3555 -1.0544
C: 0.3119 0.6076 0.4102
O: -2.0450 -1.1792 0.0790
O: -0.9022 -1.5930 2.0721
H: 1.0918 1.1937 -1.7056
H: 1.3629 -0.4321 -1.0563
H: -0.1958 0.0535 -1.5133
H: -0.1593 1.5510 0.6578
H: 1.2291 0.6120 1.0631

---

Entry 2:
Molecular formula: C4H4O
Method: DFT, the ωB97M-V functional and the def2-TZVPD basis

Results
E ... -6258.12524 eV
SMILES string ... C=CC=C=O
Relative energy (zero: lowest compared OMol25 entry of this formula, charge and spin) ... 121.0 kJ/mol
Net charge ... 0
HOMO-LUMO gap ... 9.2 eV
F_max ... 1.63 eV/A

Element x y z (Å)
C: -0.5619 1.9108 -0.2243
C: 0.4730 -1.5574 0.1010
C: 0.1549 0.8781 0.1587
C: -0.3821 -0.4902 0.1036
O: -1.2363 2.7711 -0.5862
H: 0.3711 -2.6237 0.2019
H: 1.4966 -1.3642 -0.1660
H: 1.1458 0.9425 0.4744
H: -1.4611 -0.4670 -0.0633

---

Entry 3:
Molecular formula: C4H8N2O2
Method: DFT, the ωB97M-V functional and the def2-TZVPD basis

Results
E ... -11351.78821 eV
Relative energy (zero: lowest compared OMol25 entry of this formula, charge and spin) ... 224.3 kJ/mol
Net charge ... 0
HOMO-LUMO gap ... 10.3 eV
F_max ... 2.22 eV/A

Element x y z (Å)
C: 1.0321 -0.0549 0.3700
C: 0.8823 -1.5523 0.1393
C: -0.3030 0.5718 0.9156
C: -1.4778 0.4686 -1.3256
N: -0.2322 1.9282 0.9316
O: 1.4728 0.6524 -0.7646
N: -2.0225 -0.5197 -1.6105
O: -1.1298 -0.0745 1.5228
H: 0.7784 0.5933 -1.4377
H: 1.7759 0.1372 1.1502
H: -1.0450 2.4522 1.1965
H: 0.4602 2.3764 0.3483
H: -2.7237 -1.2298 -1.6748
H: 1.8595 -2.0390 0.1561
H: 0.2477 -1.9757 0.9205
H: 0.4251 -1.7341 -0.8378

---

Entry 4:
Molecular formula: C13H25IrN5OSSe
Method: DFT, the ωB97M-V functional and the def2-TZVPD basis

Results
E ... -102377.10245 eV
Relative energy (zero: lowest compared OMol25 entry of this formula, charge and spin) ... 7.4 kJ/mol
Net charge ... +3
HOMO-LUMO gap ... 8.1 eV
F_max ... 0.23 eV/A

Element x y z (Å)
Ir: -0.3286 0.1187 0.1683
N: 1.6073 -0.2862 -0.4612
C: 2.3521 -1.0183 0.6133
C: 1.8614 -0.5048 1.9475
N: 0.3570 -0.5638 1.9281
H: 1.6737 -0.8095 -1.3338
H: 2.0520 0.6161 -0.6437
H: 3.4259 -0.8722 0.5061
H: 2.1469 -2.0835 0.5050
H: 2.1448 0.5327 2.1192
H: 2.2374 -1.1084 2.7735
H: -0.0265 -0.0223 2.7048
H: 0.0519 -1.5286 2.0742
Se: -2.0324 -3.3384 -0.5867
N: -3.6914 -2.9999 -0.1794
C: -3.8123 -1.7511 0.2577
C: -4.9636 -1.0168 0.6764
C: -4.7638 0.2809 1.0625
C: -3.4761 0.8883 1.0504
N: -2.3919 0.2296 0.6839
C: -2.5880 -1.0599 0.3023
N: -1.4848 -1.6802 -0.0859
H: -5.9460 -1.4730 0.6806
H: -5.5987 0.8876 1.3854
H: -3.3644 1.9248 1.3419
C: 2.8866 5.7745 -0.5808
C: 1.6076 4.9492 -0.4370
C: 1.6628 4.1634 0.8647
S: 0.2844 3.0893 1.2783
O: 0.3310 2.0038 0.1178
C: -1.1807 4.0991 0.9587
C: -1.7505 4.0301 -0.4541
C: -3.0151 4.8821 -0.5387
H: 2.8655 6.3312 -1.5153
H: 3.7735 5.1399 -0.5907
H: 2.9878 6.4924 0.2331
H: 1.5015 4.2656 -1.2816
H: 0.7441 5.6164 -0.4358
H: 1.7375 4.8128 1.7450
H: 2.5215 3.4861 0.9028
H: -0.8663 5.1111 1.2328
H: -1.9123 3.7878 1.7073
H: -1.9742 2.9908 -0.7113
H: -1.0158 4.3746 -1.1809
H: -3.7827 4.5427 0.1601
H: -3.4318 4.8395 -1.5430
H: -2.8040 5.9270 -0.3116

---

Entry 5:
Molecular formula: C9H11N3
Method: DFT, the ωB97M-V functional and the def2-TZVPD basis

Results
E ... -13977.61057 eV
SMILES string ... C=C/C=C\C=C(/C)n1nccn1
Relative energy (zero: lowest compared OMol25 entry of this formula, charge and spin) ... 452.3 kJ/mol
Net charge ... 0
HOMO-LUMO gap ... 8.0 eV
F_max ... 5.97 eV/A

Element x y z (Å)
C: 1.4408 -2.7519 1.9235
C: 1.0217 -3.5217 0.8207
C: -0.9176 1.9914 -1.5854
C: -0.8901 0.7325 -1.9835
C: -1.1327 2.4946 -0.3079
C: -0.4740 -0.3783 -1.2198
C: -1.9767 1.9827 0.6185
C: 0.4364 -0.2838 -0.2087
C: 1.2001 0.8747 0.2954
N: 1.1041 -1.5212 1.6890
N: 0.4628 -2.6534 -0.0264
N: 0.5885 -1.4910 0.5048
H: 1.9044 -2.9804 2.8604
H: 1.0877 -4.5817 0.5059
H: -1.1160 2.6986 -2.4536
H: -1.1866 0.5957 -3.0327
H: -0.5076 3.4511 -0.0553
H: -0.6573 -1.4079 -1.5278
H: -2.2983 1.0472 0.2206
H: -2.3037 2.2943 1.5944
H: 2.3169 0.8198 0.2127
H: 0.9951 0.8479 1.3054
H: 0.9021 1.7412 -0.1499

---

Entry 6:
Molecular formula: C4H8O2
Method: DFT, the ωB97M-V functional and the def2-TZVPD basis

Results
E ... -8371.21271 eV
SMILES string ... C[C@@]1(O)C[C@H]1O
Relative energy (zero: lowest compared OMol25 entry of this formula, charge and spin) ... 199.6 kJ/mol
Net charge ... 0
HOMO-LUMO gap ... 9.9 eV
F_max ... 0.73 eV/A

Element x y z (Å)
C: -1.0737 0.2483 -1.1189
C: -0.2439 0.4357 0.1456
O: -0.1782 1.8039 0.4545
C: 0.0012 -0.5520 1.2997
C: 1.0125 -0.3776 0.2155
O: 1.1735 -1.4621 -0.6436
H: -2.0283 0.7834 -1.0921
H: -1.2443 -0.7997 -1.3672
H: -0.5022 0.6867 -1.9550
H: -0.1308 1.8614 1.4114
H: 0.3718 -0.2189 2.2761
H: -0.5614 -1.4763 1.3803
H: 1.9103 0.1825 0.4781
H: 1.4937 -1.1152 -1.4845

---

Entry 7:
Molecular formula: C4H6N2S
Method: DFT, the ωB97M-V functional and the def2-TZVPD basis

Results
E ... -18059.32700 eV
SMILES string ... [H]/N=C/N(C=C)C=S
Relative energy (zero: lowest compared OMol25 entry of this formula, charge and spin) ... 158.8 kJ/mol
Net charge ... 0
HOMO-LUMO gap ... 8.7 eV
F_max ... 2.11 eV/A

Element x y z (Å)
C: 1.8637 -0.7413 0.0100
C: 0.5756 -1.0396 -0.0563
C: -0.3353 1.2498 -0.0172
C: -1.7627 -0.6637 -0.0359
H: 2.3364 0.2430 0.0853
H: 2.5015 -1.6075 0.0910
H: 0.2600 -2.0782 -0.0307
H: -1.3242 1.7507 0.0068
H: 0.6583 2.8377 -0.0367
H: -1.8337 -1.7604 0.0712
N: -0.5274 -0.1432 -0.0705
N: 0.7912 1.8251 -0.0168
S: -3.2035 0.1277 -0.0002

---

Entry 8:
Molecular formula: C3H4N2O
Method: DFT, the ωB97M-V functional and the def2-TZVPD basis

Results
E ... -8203.49250 eV
SMILES string ... N#CCC(N)=O
Relative energy (zero: lowest compared OMol25 entry of this formula, charge and spin) ... 37.9 kJ/mol
Net charge ... 0
HOMO-LUMO gap ... 11.3 eV
F_max ... 1.13 eV/A

Element x y z (Å)
N: 0.6295 0.6553 -1.1449
C: 0.6600 0.6507 0.2260
O: 1.5834 1.0535 0.8957
C: -0.6015 0.0289 0.8587
C: -0.7925 -1.2779 0.2236
N: -0.8353 -2.2684 -0.3722
H: 1.4995 0.4620 -1.6184
H: -0.1840 0.2911 -1.6164
H: -0.4474 -0.0791 1.9347
H: -1.4841 0.6556 0.6841

---

Entry 9:
Molecular formula: C5H9N3O3
Method: DFT, the ωB97M-V functional and the def2-TZVPD basis

Results
E ... -15939.75592 eV
SMILES string ... [H]/N=C(OCC)/C(C#N)=N\O.O
Relative energy (zero: lowest compared OMol25 entry of this formula, charge and spin) ... 364.9 kJ/mol
Net charge ... 0
HOMO-LUMO gap ... 10.6 eV
F_max ... 4.99 eV/A

Element x y z (Å)
C: 1.9931 -0.9125 -1.5581
C: 2.0282 0.1473 -0.5600
C: -2.2911 0.3469 -1.3605
C: -1.4385 0.3017 -0.0432
C: 0.8662 0.1815 0.3339
N: 2.1616 -1.7641 -2.2977
N: 3.0625 0.8616 -0.5772
N: 0.9195 0.2358 1.5962
O: -1.3759 -2.1926 2.4701
O: 3.1246 1.9744 0.2650
O: -0.1982 0.2160 -0.5533
H: -1.9545 -0.4598 -2.0095
H: -3.2995 0.2596 -0.9766
H: -2.3510 1.2512 -2.0094
H: -1.8473 -0.4594 0.5641
H: -1.5620 1.2698 0.3522
H: -1.3055 -2.3932 1.4814
H: 0.0148 0.3858 2.0863
H: -0.5538 -1.7224 2.6996
H: 4.0070 2.4724 0.0965

---

Entry 10:
Molecular formula: C18H30BF3N2O7PS2
Method: DFT, the ωB97M-V functional and the def2-TZVPD basis

Results
E ... -76249.61709 eV
Net charge ... +1
HOMO-LUMO gap ... 8.2 eV
F_max ... 0.66 eV/A

Element x y z (Å)
C: 1.7307 -3.4459 3.8816
C: 0.9052 -3.1449 2.6237
O: -0.4569 -2.8537 2.9102
C: -0.6988 -1.6046 3.4924
C: -1.5626 -0.7171 2.5940
N: -1.0627 -0.4667 1.2228
C: 0.0683 0.1423 0.9558
N: 0.9273 0.5493 1.9264
C: 0.4764 1.6421 2.8856
C: 0.0309 2.9114 2.2405
O: 0.5656 1.4135 4.0423
C: 2.3164 0.8340 1.4397
C: 3.3448 -0.1198 1.9453
O: 2.4908 1.7651 0.7270
S: 0.3881 0.4329 -0.7110
C: -0.9583 -0.7386 -1.2057
C: -1.6521 -0.3239 -2.5311
C: -1.4659 1.1265 -2.9877
C: -0.1284 1.3514 -3.7000
C: 0.2769 2.8148 -3.6450
O: 1.4442 3.0943 -4.4085
C: 2.6435 2.8502 -3.7716
C: 3.3534 1.6020 -4.2209
O: 3.0610 3.5978 -2.9478
C: -0.2214 -2.0747 -1.4468
F: 0.7709 -1.8819 -2.3357
F: 0.3207 -2.5716 -0.3329
F: -1.0525 -2.9844 -1.9710
C: -1.9101 -0.7022 0.0293
P: -3.0744 -2.1942 0.1834
S: -2.4729 -3.9188 0.7432
B: -2.9309 0.5833 -0.0793
O: -2.5146 1.7209 0.5286
O: -4.2084 0.5106 -0.5733
H: 2.5623 -2.7504 4.0129
H: 2.1561 -4.4482 3.8402
H: 1.0974 -3.3793 4.7670
H: 0.8688 -4.0115 1.9642
H: 1.3470 -2.3245 2.0433
H: 0.2184 -1.0956 3.7902
H: -1.2990 -1.7363 4.4006
H: -1.6891 0.2479 3.0936
H: -2.5549 -1.1530 2.4969
H: 0.8718 3.3566 1.7039
H: -0.7548 2.7114 1.5094
H: -0.3219 3.5860 3.0176
H: 3.0551 -0.5235 2.9137
H: 4.2928 0.4100 2.0344
H: 3.4488 -0.9421 1.2314
H: -2.7133 -0.5659 -2.4549
H: -1.2780 -0.9757 -3.3227
H: -1.5710 1.8240 -2.1476
H: -2.2774 1.3594 -3.6817
H: -0.1803 1.0055 -4.7353
H: 0.6581 0.7511 -3.2258
H: -0.5065 3.4541 -4.0566
H: 0.4496 3.1249 -2.6060
H: 3.0569 0.7717 -3.5726
H: 3.1062 1.3388 -5.2475
H: 4.4263 1.7487 -4.1084
H: -4.0665 -1.6185 0.9892
H: -3.6357 -2.0893 -1.0981
H: -3.1675 2.4308 0.4452
H: -4.3440 0.2938 -1.4998

---

Entry 11:
Molecular formula: C3H8FN4O
Method: DFT, the ωB97M-V functional and the def2-TZVPD basis

Results
E ... -13958.70565 eV
Relative energy (zero: lowest compared OMol25 entry of this formula, charge and spin) ... 0.0 kJ/mol
Net charge ... +1
HOMO-LUMO gap ... 9.2 eV
F_max ... 5.91 eV/A

Element x y z (Å)
C: -0.2753 2.1614 -1.1820
C: -0.3792 -1.5421 0.6280
C: 0.4469 0.6741 0.1128
N: 0.7493 2.9690 -1.2335
N: -1.3766 -2.4051 0.4713
N: -0.5299 -0.3169 0.1712
N: 0.7346 -1.9536 1.1771
O: -1.3904 1.9711 -1.4484
F: 1.7235 0.3830 -0.3406
H: 0.4312 1.3686 0.9677
H: 1.7225 2.6805 -1.1634
H: 0.6287 3.8818 -1.5943
H: -2.1024 -2.3743 -0.2397
H: -1.2689 -3.3373 0.8876
H: -1.4950 0.0264 0.3015
H: 0.8420 -2.9403 1.4199
H: 1.5391 -1.2463 1.0650

---

Entry 12:
Molecular formula: C4H8S3
Method: DFT, the ωB97M-V functional and the def2-TZVPD basis

Results
E ... -36782.21574 eV
SMILES string ... C[C@@]1(S)[C@H](S)[C@@H]1S
Relative energy (zero: lowest compared OMol25 entry of this formula, charge and spin) ... 99.8 kJ/mol
Net charge ... 0
HOMO-LUMO gap ... 9.5 eV
F_max ... 2.61 eV/A

Element x y z (Å)
C: -1.7824 -0.2025 -0.7412
C: -0.5034 -0.1017 0.0887
C: 0.6084 0.8154 -0.4635
C: 0.7500 -0.6585 -0.4944
H: -2.1515 -1.1905 -0.5730
H: -1.6030 -0.0831 -1.8025
H: -2.4716 0.5000 -0.3341
H: -1.0341 1.0590 2.0633
H: 0.3250 1.3358 -1.3921
H: 2.6533 1.0769 0.6773
H: 0.7390 -1.0386 -1.5734
H: 1.5364 -1.5919 1.6656
S: -0.7463 -0.2233 1.8440
S: 1.5789 1.8615 0.5733
S: 2.1011 -1.5585 0.4620